Below is C6H9NO as an isolated structure at a distorted geometry, with properties calculated with wB97M-V/def2-TZVPD.

Structure (ORCA input):
```
! wB97M-V def2-TZVPD RIJCOSX def2/J DEFGRID3
* xyz 0 1
C -1.36909 -0.17121 0.95960
C -1.53198 -0.25719 -1.06707
C -0.14304 0.42539 0.43154
C 1.05345 -0.29733 -0.05218
N 1.74016 0.38280 -1.05067
C -0.24664 1.72140 0.91076
C 1.43521 -1.45876 0.49536
O -2.35638 -0.28160 0.11182
H -1.55652 -0.46838 1.98660
H 2.46728 -0.14295 -1.51205
H 1.14074 0.86991 -1.70270
H -2.04802 0.28815 -1.85139
H -1.15010 -1.23408 -1.34457
H 0.13850 2.58071 0.37631
H -0.77049 1.92130 1.83619
H 0.91988 -1.85603 1.35799
H 2.27703 -2.02213 0.11446
*
```

## Properties
- Lowest unoccupied orbital energy (spin up / spin down): 0.19 / 0.19 eV
- ΔE to the lowest compared entry with this formula, charge and spin: 142.8 kcal per mole
- HOMO energy (spin up / spin down): -7.34 / -7.33 eV
- Kohn-Sham gap (spin up / spin down): 0.2767 / 0.2764 hartree

Atom charges from the Löwdin analysis, given in e for atoms 1 to 2: number 1, C, carries -0.094; number 2, C, carries -0.027



Below is C6H9NO as an isolated structure at a distorted geometry, with properties calculated with wB97M-V/def2-TZVPD.

Structure (ORCA input):
```
! wB97M-V def2-TZVPD RIJCOSX def2/J DEFGRID3
* xyz 0 1
C 1.95351 -0.18873 0.04992
C -0.01877 1.16783 -0.20717
C -0.84262 0.17542 -0.88749
C -1.78301 -0.02451 0.20757
C -0.34209 0.15631 1.02761
C 0.64620 -0.76203 0.58815
H 3.19652 -0.04350 0.51126
H 2.16252 -0.99613 -0.96497
H -0.47513 2.28054 -0.29190
H -1.22760 0.37669 -1.81518
H -2.22955 -0.85900 0.63209
H -2.21520 1.03635 0.36446
H -0.46752 0.76130 2.03488
H 0.70595 -1.73631 0.94058
H -0.51556 -1.58548 -0.98466
N 0.04309 -0.83945 -0.92312
O 1.40926 1.08069 -0.28203
*
```

## Properties
- Lowest unoccupied orbital energy: 0.95 eV
- ΔE to the lowest compared entry with this formula, charge and spin: 156.1 kcal per mole
- HOMO energy: -8.79 eV
- Kohn-Sham gap: 0.3582 hartree

Atom charges from the Löwdin analysis, given in e for atoms 1 to 2: number 1, C, carries -0.181; number 2, C, carries -0.194



Below is one molecule with the formula C6H9NO at a distorted geometry, with properties calculated with wB97M-V/def2-TZVPD.

Structure (ORCA input):
```
! wB97M-V def2-TZVPD RIJCOSX def2/J DEFGRID3
* xyz 0 3
C 0.01193 0.63063 1.23524
C -0.22067 3.24318 1.86174
C 0.19619 2.08383 0.96613
C -0.19409 -0.38757 0.36179
C -0.38554 -0.18693 -1.12914
C -0.29388 -1.79218 0.81872
N 0.74726 2.44599 -0.25047
O 0.92655 2.75658 2.16531
H -0.06053 0.25218 2.23232
H -0.99330 -0.76550 -1.86232
H 0.67116 -0.17074 -1.51569
H -0.70778 0.79633 -1.52535
H -1.10339 -2.36947 0.49749
H 0.00712 -2.06640 1.84957
H 0.61264 -2.12774 0.27658
H 1.61058 2.15321 -0.39423
H 0.73567 3.50559 -0.33068
*
```

## Properties
- Lowest unoccupied orbital energy (spin up / spin down): 0.81 / -1.43 eV
- ΔE to the lowest compared entry with this formula, charge and spin: 49.9 kcal per mole
- HOMO energy (spin up / spin down): -6.35 / -9.54 eV
- Kohn-Sham gap (spin up / spin down): 0.2630 / 0.2981 hartree

Atom charges from the Löwdin analysis, given in e for atoms 1 to 2: number 1, C, carries 0.004; number 2, C, carries -0.023



Below is one molecule with the formula C6H9NO2 at a distorted geometry, with properties calculated with wB97M-V/def2-TZVPD.

Structure (ORCA input):
```
! wB97M-V def2-TZVPD RIJCOSX def2/J DEFGRID3
* xyz 0 1
H -0.59149 2.22423 2.35156
N -1.25876 2.12355 1.56386
C -0.94767 1.30682 0.68393
C -1.68506 0.82678 -0.46040
C -0.96965 -0.69248 -0.85008
O -1.57182 -1.69157 -0.99344
C 0.74091 -0.46106 -0.40019
C 1.29836 -1.84525 -0.14226
O 1.39997 0.08362 -1.50420
C 0.59399 0.44581 0.75084
H -2.73630 0.63617 -0.26848
H -1.56697 1.44114 -1.35181
H 1.44469 -2.35886 -1.09205
H 2.25625 -1.76918 0.36723
H 0.61937 -2.43517 0.46844
H 1.11759 1.00143 -1.61926
H 1.32183 1.25160 0.79668
H 0.53476 -0.08757 1.69962
*
```

## Properties
- Lowest unoccupied orbital energy: 0.61 eV
- ΔE to the lowest compared entry with this formula, charge and spin: 50.7 kcal per mole
- HOMO energy: -8.85 eV
- Kohn-Sham gap: 0.3474 hartree

Atom charges from the Löwdin analysis, given in e for atoms 1 to 2: number 1, H, carries 0.071; number 2, N, carries 0.125



Below is one molecule with the formula C6H9NO2 at a distorted geometry, with properties calculated with wB97M-V/def2-TZVPD.

Structure (ORCA input):
```
! wB97M-V def2-TZVPD RIJCOSX def2/J DEFGRID3
* xyz 0 1
C -1.56459 1.85652 -0.76456
C -0.99035 0.65343 -0.90896
O -1.59294 -0.38765 -1.57798
C 0.61382 0.57124 -0.73017
O 1.34942 1.46605 -1.09560
C 0.90204 -0.53552 0.14520
C 1.88104 -1.58560 -0.26966
C -0.03106 -0.67764 1.14997
N -0.29512 0.20280 2.16202
H -2.47692 2.13936 -1.27848
H -1.01864 2.67132 -0.29915
H -2.43259 -0.07544 -1.95098
H 2.76402 -1.13150 -0.72756
H 2.23531 -2.16422 0.59038
H 1.44145 -2.28824 -0.98539
H -0.36314 -1.68467 1.40286
H -0.52225 -0.16236 3.07951
H 0.10048 1.13212 2.05857
*
```

## Properties
- Lowest unoccupied orbital energy (spin up / spin down): 0.09 / 0.09 eV
- ΔE to the lowest compared entry with this formula, charge and spin: 83.7 kcal per mole
- HOMO energy (spin up / spin down): -7.61 / -7.62 eV
- Kohn-Sham gap (spin up / spin down): 0.2832 / 0.2832 hartree

Atom charges from the Löwdin analysis, given in e for atoms 1 to 2: number 1, C, carries 0.052; number 2, C, carries -0.322



Below is a 2-piece molecular cluster, C6H9NO2S overall at a distorted geometry, with properties calculated with wB97M-V/def2-TZVPD.

Structure (ORCA input):
```
! wB97M-V def2-TZVPD RIJCOSX def2/J DEFGRID3
* xyz 0 1
C -2.80164 -0.71406 1.56304
C -2.45844 0.19260 0.32802
O -2.16667 -0.38012 -0.91509
C -0.90538 -0.08437 -1.19704
N -0.32806 0.66433 -0.36167
O -1.27905 0.96423 0.61173
H -3.56317 -0.14432 2.09796
H -1.90746 -0.98982 2.09229
H -3.24875 -1.59182 1.12181
H -3.39118 0.85656 0.30130
H -0.31385 -0.48781 -2.11785
C 3.53224 0.41944 -1.05696
C 2.40169 0.56177 -0.21178
C 1.80611 -0.33501 0.51055
S 1.11082 -1.50953 1.37396
H 4.46808 -0.08598 -0.52058
H 3.93747 1.27923 -1.48929
H 3.17159 -0.21385 -1.97775
H 1.93566 1.59853 -0.15267
*
```

## Properties
- Lowest unoccupied orbital energy: 0.07 eV
- ΔE to the lowest compared entry with this formula, charge and spin: 115.4 kcal per mole
- HOMO energy: -8.00 eV
- Kohn-Sham gap: 0.2967 hartree

Atom charges from the Löwdin analysis, given in e for atoms 1 to 2: number 1, C, carries 0.005; number 2, C, carries -0.354